[1]
DFT (the ωB97M-V functional and the def2-TZVPD basis) results for a structure of composition C35H47Br2CsN8OS.

HOMO energy in eV: -6.3
Total charge: 0
HOMO-LUMO gap in eV: 6.2207
Energy in Eh: -7441.61898

Last column: Löwdin charge in e.
Geometry (Å):
Cs: 0.09 0.07 -0.34  1.0182
Br: 6.50 5.16 -0.45  0.7267
Br: 5.55 -0.34 0.40  0.7260
S: -3.25 2.06 -0.47  0.6504
O: 2.63 0.54 -0.04  -0.4120
N: -5.69 2.42 -1.47  -0.0051
N: 0.67 -3.01 0.44  0.0758
N: -0.34 0.31 2.67  -0.2577
N: -1.16 -4.53 0.53  0.1188
N: -0.48 0.70 5.18  -0.1606
N: 1.63 3.01 -0.50  0.1278
N: -5.64 1.54 0.62  0.0073
N: -2.27 -2.45 0.31  0.1106
C: 0.54 1.57 4.60  -0.1444
C: -5.22 2.95 -2.74  -0.2080
C: -1.77 1.00 4.55  -0.1543
C: 2.89 -3.83 0.86  -0.0596
C: 3.30 5.22 -0.71  -0.0351
C: 2.39 -5.11 1.07  -0.0681
C: -5.30 2.20 3.00  -0.1901
C: 1.04 -5.32 0.96  -0.0221
C: 3.45 1.50 -0.11  -0.4794
C: -3.52 -4.49 0.38  -0.0204
C: -4.71 -3.80 0.27  -0.0751
C: 1.13 4.20 -0.70  -0.3353
C: 5.72 2.46 -0.07  -0.1932
C: 2.98 2.86 -0.37  -0.1352
C: -4.93 5.49 -2.38  -0.2541
C: 5.26 3.72 -0.32  -0.6451
C: -2.31 -3.77 0.40  -0.2996
C: 0.21 -4.24 0.64  -0.3030
C: 3.87 3.96 -0.47  -0.1992
C: -4.67 -2.41 0.19  -0.0769
C: -3.44 -1.80 0.21  -0.1496
C: -1.68 0.76 3.02  -0.1782
C: -4.93 2.00 -0.44  -0.8023
C: 4.84 1.39 0.04  -0.6110
C: -0.14 -0.69 4.91  -0.1484
C: 0.64 1.33 3.07  -0.1588
C: 1.94 5.35 -0.82  -0.0235
C: -4.61 3.52 2.71  -0.2670
C: -5.09 1.15 1.91  -0.2222
C: -0.37 4.31 -0.81  -0.0512
C: -0.05 -0.94 3.38  -0.1592
C: 1.99 -2.83 0.55  -0.1472
C: -5.00 5.50 -0.86  -0.1128
C: -5.71 4.36 -3.05  -0.2011
C: -4.81 4.53 3.83  -0.1048
H: -0.69 5.34 -0.98  0.0722
H: 3.05 -5.93 1.31  0.1090
H: -5.56 2.27 -3.53  0.1178
H: -0.90 -1.33 5.37  0.1129
H: -6.37 2.36 3.16  0.1150
H: -3.51 -5.57 0.44  0.1086
H: -6.69 2.43 -1.34  0.1398
H: -6.65 1.61 0.56  0.1412
H: -0.76 -1.69 3.04  0.1076
H: -5.87 4.74 3.99  0.0727
H: -6.03 5.46 -0.51  0.0763
H: -4.98 3.94 1.77  0.0888
H: 1.63 0.99 2.76  0.1173
H: -3.89 5.44 -2.70  0.1084
H: 3.95 -3.60 0.93  0.1007
H: -3.37 -0.72 0.14  0.0502
H: -5.53 0.20 2.20  0.1196
H: -2.38 -0.03 2.70  0.1048
H: 0.43 2.25 2.50  0.1143
H: 0.95 -1.27 3.09  0.1136
H: 0.28 2.61 4.82  0.1145
H: -0.74 3.70 -1.64  0.0657
H: 0.62 -6.31 1.12  0.1074
H: -1.91 1.66 2.44  0.0891
H: -5.32 6.44 -2.76  0.1039
H: 1.48 6.31 -1.00  0.1058
H: -2.53 0.37 5.02  0.1134
H: -4.41 4.16 4.78  0.0707
H: -3.54 3.35 2.56  0.0938
H: -5.64 -4.34 0.25  0.1080
H: -4.54 6.40 -0.45  0.0741
H: 2.36 -1.82 0.38  0.0606
H: -2.03 2.04 4.77  0.1110
H: -4.13 2.90 -2.72  0.0717
H: 3.94 6.09 -0.80  0.0725
H: -1.35 -5.51 0.63  0.1225
H: -5.67 4.49 -4.13  0.1091
H: -4.32 5.48 3.61  0.0713
H: 0.81 -0.91 5.41  0.1150
H: -4.92 1.78 3.94  0.1121
H: 6.78 2.29 0.06  0.0901
H: -4.46 4.65 -0.43  0.0236
H: 1.49 1.35 5.09  0.1161
H: -0.85 3.94 0.10  0.0543
H: -4.03 0.99 1.74  0.0365
H: -6.77 4.44 -2.77  0.1098
H: -5.58 -1.82 0.09  0.0959



[2]
DFT (the ωB97M-V functional and the def2-TZVPD basis) results for a structure of composition C35H47BrN8O2PbSSb2.

HOMO energy in eV: -12.5
Total charge: +2
HOMO-LUMO gap in eV: 6.2218
Energy in Eh: -5595.47906

Last column: Löwdin charge in e.
Geometry (Å):
Pb: 0.40 0.41 -0.40  0.7172
Sb: 1.63 -1.85 1.28  1.3577
Sb: 2.56 -0.19 -2.40  1.3289
Br: -1.89 1.73 1.13  0.8792
S: -1.22 -0.65 -2.01  0.6146
O: -0.94 -1.32 1.77  -0.2298
O: 1.06 -4.19 -1.52  0.1288
N: -2.81 -2.58 1.58  -0.1233
N: -0.34 4.40 -2.84  0.1411
N: -3.14 1.24 -1.55  -0.0125
N: -2.17 -1.72 3.64  -0.1259
N: -3.62 -0.72 -2.80  0.0926
N: -1.75 6.11 -3.30  0.1998
N: 0.46 2.30 -1.89  0.0355
N: -2.55 4.32 -2.08  0.2071
C: 1.52 -3.16 -1.58  -0.0626
C: 2.73 1.84 0.87  -0.1557
C: 4.23 -4.41 0.01  -0.0507
C: -1.55 4.92 -2.74  -0.4698
C: -2.42 -3.08 0.27  -0.0383
C: -5.76 -1.23 -3.80  -0.0095
C: 4.17 -3.04 -0.24  -0.3094
C: 4.47 -5.32 -1.01  -0.0612
C: 3.54 2.58 1.75  -0.0484
C: 3.79 -2.12 0.87  -0.2706
C: 1.37 1.81 1.03  -0.2908
C: 1.56 3.22 2.99  -0.1437
C: -2.75 -2.78 4.45  -0.0377
C: -1.42 -0.73 4.39  -0.0317
C: 4.45 -1.12 -1.88  -0.2710
C: -0.36 3.92 4.28  -0.0435
C: 3.26 1.61 -3.28  -0.2854
C: -0.67 2.57 2.33  -0.5660
C: -1.93 -1.85 2.31  -0.5208
C: 2.96 3.24 2.79  -0.0016
C: -4.23 -2.65 1.87  -0.0353
C: -4.88 -0.33 -3.00  -0.2978
C: 4.65 -3.50 -2.56  -0.0545
C: 4.67 -4.86 -2.30  -0.0617
C: 1.19 -3.76 2.11  -0.2429
C: -1.21 3.24 3.39  -0.1109
C: 2.01 -1.26 -4.15  -0.2686
C: 0.99 3.92 4.08  -0.0081
C: -4.42 1.60 -1.71  -0.1296
C: 2.10 -0.82 3.09  -0.2549
C: 0.01 3.29 -2.32  -0.3000
C: -2.83 0.08 -2.11  -0.7564
C: 4.40 -2.58 -1.54  -0.3192
C: 0.73 2.50 2.08  -0.2188
C: -5.33 0.86 -2.42  0.0087
H: 4.61 2.60 1.60  0.1192
H: 4.50 -6.38 -0.79  0.1139
H: -2.28 3.26 3.53  0.1089
H: 2.50 1.99 -3.95  0.0125
H: 5.04 -0.96 -2.78  0.0740
H: -1.35 -3.02 0.15  0.0584
H: -4.79 -2.28 1.01  0.0936
H: 2.28 -1.56 3.87  0.0268
H: -1.15 0.10 3.74  0.0599
H: 2.69 -0.96 -4.95  0.0279
H: -5.17 -1.79 -4.52  0.0897
H: 2.09 -2.32 -3.97  -0.0046
H: -0.51 -1.15 4.82  0.0942
H: 4.15 -1.10 0.74  0.0406
H: 2.99 -0.22 2.94  0.0122
H: -3.47 4.74 -2.05  0.1186
H: 1.13 -4.52 1.34  0.0120
H: -2.89 -2.51 -0.54  0.0620
H: -2.04 -0.36 5.20  0.1018
H: 4.13 -2.50 1.84  0.0749
H: 0.24 -3.70 2.64  0.0082
H: 4.09 -4.76 1.02  0.1162
H: -2.73 -4.12 0.18  0.1037
H: -0.97 6.56 -3.77  0.1301
H: 1.27 -0.17 3.39  -0.0058
H: 3.20 1.30 0.05  0.0581
H: -2.96 -3.66 3.84  0.0884
H: -0.79 4.46 5.12  0.1193
H: 1.64 4.46 4.75  0.1258
H: 3.57 3.80 3.49  0.1277
H: -6.36 1.18 -2.54  0.1224
H: -2.63 6.58 -3.28  0.1238
H: -4.73 2.52 -1.23  0.1125
H: -2.04 -3.07 5.23  0.0978
H: 4.87 -0.50 -1.08  0.0578
H: -3.67 -2.46 4.94  0.0980
H: -4.48 -2.03 2.73  0.0886
H: 4.87 -5.56 -3.10  0.1133
H: 4.17 1.39 -3.84  0.0219
H: -6.26 -1.94 -3.14  0.0975
H: -4.55 -3.68 2.06  0.0993
H: 1.99 -4.01 2.81  0.0252
H: 4.85 -3.14 -3.56  0.1186
H: -6.53 -0.66 -4.32  0.0888
H: -2.45 3.36 -1.78  0.0573
H: 0.99 -1.00 -4.42  0.0068
H: 3.47 2.36 -2.51  0.0097



[3]
DFT (the ωB97M-V functional and the def2-TZVPD basis) results for a structure of composition C35H47CuN8O6S2Si at a distorted geometry.

2S+1: 2
HOMO energy (spin up / spin down) in eV: -4.9 / -4.8
Total charge: -1
HOMO-LUMO gap (spin up / spin down) in eV: 7.1429 / 7.0858
Energy in Eh: -4978.09540

Last column: Mulliken spin population.
Geometry (Å):
Cu: -1.06 -0.20 0.86  0.7753
S: -3.48 -0.15 -0.23  0.0943
S: 0.30 -3.12 -0.07  -0.0027
Si: -0.05 2.10 -1.53  0.0159
O: -0.46 1.83 -3.11  0.0058
O: -0.71 3.59 -1.23  0.0015
O: -0.51 0.96 -0.54  -0.0124
O: -1.03 -3.13 -0.61  -0.0020
O: 0.71 -4.23 0.75  0.0035
O: 1.57 2.44 -1.58  0.0025
N: 2.73 -2.08 1.13  0.0009
N: -0.99 0.57 2.99  -0.0105
N: -3.06 -2.31 1.34  0.0072
N: 0.43 -1.70 0.72  0.0351
N: 1.58 -0.18 1.98  0.0024
N: -4.16 -2.71 -0.60  0.0058
N: -2.26 -1.44 1.95  0.0892
N: 3.83 -2.86 -4.85  0.0000
C: -0.33 1.61 3.49  -0.0003
C: -2.59 -5.04 4.48  -0.0006
C: 1.38 -3.06 -1.47  0.0013
C: -3.84 -3.54 5.87  -0.0001
C: -2.14 -3.98 3.72  -0.0002
C: 2.71 1.77 -2.10  0.0005
C: 1.62 -1.34 1.29  0.0016
C: -3.53 -1.80 0.20  -0.0102
C: -2.54 -2.68 4.03  0.0004
C: 0.11 1.69 4.80  -0.0017
C: 2.62 -3.68 -1.46  -0.0001
C: 3.89 -0.49 2.47  -0.0003
C: 3.02 -2.92 -3.71  0.0001
C: -3.44 -4.83 5.56  0.0003
C: -3.39 -2.47 5.11  0.0002
C: -0.13 0.61 5.63  0.0002
C: -1.94 0.00 -3.60  0.0034
C: 0.94 -2.39 -2.60  -0.0019
C: -1.24 -0.46 3.80  -0.0072
C: 3.43 -3.61 -2.58  -0.0001
C: -1.70 1.50 -3.71  0.0004
C: 0.57 4.27 0.68  0.0003
C: -2.85 2.26 -3.05  0.0008
C: -1.17 5.73 -0.36  0.0001
C: 3.89 2.71 -1.86  0.0001
C: -1.88 3.66 0.86  0.0045
C: -1.57 1.91 -5.18  0.0000
C: 2.92 0.47 -1.36  0.0011
C: -0.81 -0.48 5.13  -0.0016
C: 2.70 0.21 2.56  0.0004
C: 1.75 -2.33 -3.72  -0.0001
C: 3.83 -1.65 1.71  0.0004
C: -0.79 4.29 -0.01  -0.0023
C: 2.55 1.52 -3.60  0.0002
C: -2.02 -1.56 3.21  0.0005
H: -0.39 6.17 -0.99  0.0000
H: 0.21 0.61 6.66  0.0000
H: 2.93 -4.20 -0.57  0.0002
H: -1.28 6.33 0.54  0.0000
H: 3.65 -2.05 -5.43  0.0000
H: 2.64 1.14 3.12  0.0001
H: -1.67 2.61 1.05  -0.0038
H: -3.78 2.07 -3.58  0.0003
H: 0.63 2.57 5.15  -0.0002
H: -2.27 -6.05 4.23  0.0000
H: 3.09 0.68 -0.31  0.0006
H: 1.42 -1.80 -4.61  0.0000
H: -3.71 -1.46 5.34  -0.0001
H: 3.49 1.11 -4.00  0.0000
H: 1.31 4.73 0.04  0.0000
H: -1.49 -4.14 2.87  -0.0007
H: -2.90 -0.27 -4.04  0.0001
H: -0.13 2.42 2.79  0.0018
H: 4.80 -0.15 2.94  -0.0001
H: 4.82 -2.94 -4.65  0.0000
H: -2.64 3.34 -3.07  0.0000
H: 0.53 4.81 1.63  0.0000
H: 3.79 -0.07 -1.75  0.0000
H: -1.40 2.99 -5.25  0.0000
H: 4.72 -2.26 1.57  -0.0001
H: -1.98 4.19 1.82  -0.0002
H: 4.82 2.26 -2.19  0.0000
H: -4.38 -2.39 -1.52  0.0016
H: -0.03 -1.92 -2.60  0.0017
H: -2.97 1.95 -2.02  0.0009
H: -1.01 -1.35 5.74  -0.0003
H: 2.04 -0.16 -1.44  -0.0021
H: 3.73 3.65 -2.40  0.0000
H: -2.11 5.74 -0.91  0.0000
H: -1.15 -0.53 -4.14  -0.0001
H: -3.82 -3.65 -0.51  0.0017
H: 2.32 2.45 -4.12  -0.0001
H: -0.71 1.40 -5.62  0.0000
H: 3.96 2.93 -0.79  0.0000
H: -2.47 1.65 -5.74  0.0001
H: 1.75 0.81 -3.79  -0.0002
H: 0.89 3.24 0.87  -0.0003
H: -3.79 -5.66 6.15  0.0000
H: -4.52 -3.36 6.70  -0.0001
H: 4.41 -4.09 -2.57  0.0000
H: -1.94 -0.30 -2.56  -0.0026
H: -2.84 3.72 0.34  -0.0004



[4]
DFT (the ωB97M-V functional and the def2-TZVPD basis) results for a cluster of 3 separate species, C35H47F5N2S in total at a distorted geometry.

Structure (SMILES): CNCc1cc2c(cc1C(F)(F)c1cccc(C(F)(F)F)c1)Sc1ccc(C)cc1N2.CCCCCC.CCCCCC
HOMO energy in eV: -7.8
Total charge: 0
HOMO-LUMO gap in eV: 8.3384
Energy in Eh: -2368.93909

Last column: Löwdin charge in e.
Geometry (Å):
S: -3.10 -0.22 -2.15  1.0208
F: 1.31 1.16 3.91  0.1471
F: 1.93 -0.90 -2.47  0.0637
F: 1.63 -0.97 3.75  0.1244
F: 2.66 -2.60 -1.31  0.1077
F: 3.31 0.31 4.25  0.1339
N: -3.70 -2.36 -0.11  0.1086
N: 0.46 -4.70 1.58  -0.1239
C: 2.45 4.60 3.54  -0.2647
C: -2.11 -2.93 -8.53  -0.1140
C: 2.58 0.38 2.04  -0.1001
C: -2.05 -3.33 -6.01  -0.2261
C: 3.75 7.03 5.00  -0.2702
C: 3.66 4.51 4.48  -0.2296
C: 2.41 -0.48 -0.21  -0.0824
C: 1.12 4.45 4.26  -0.1052
C: 1.01 -3.74 0.63  -0.1710
C: 3.25 0.54 -0.61  -0.0053
C: 1.88 -1.49 -1.23  -0.4141
C: -1.86 -1.21 -1.32  -0.4387
C: -1.78 -3.90 -7.40  -0.2714
C: -4.33 -0.08 -0.86  -0.4564
C: -5.40 -1.03 1.01  0.0097
C: 0.20 -4.10 2.89  -0.1371
C: 0.29 -2.28 -5.71  -0.2595
C: -6.15 0.12 1.13  -0.2797
C: 3.75 1.46 0.29  -0.0487
C: 2.07 -0.52 1.13  0.0447
C: -7.16 0.30 2.26  -0.0459
C: 3.73 5.60 5.54  -0.2274
C: -0.02 -2.82 -0.05  -0.1300
C: 2.19 0.23 3.50  -0.5534
C: 4.96 7.33 4.13  -0.1132
C: -6.02 1.17 0.23  -0.0557
C: -2.33 -2.16 -0.43  -0.2450
C: 0.41 -1.81 -0.92  -0.1012
C: -1.23 -2.09 -5.64  -0.2234
C: -4.46 -1.15 -0.01  -0.2536
C: -5.09 1.07 -0.78  -0.0956
C: 0.80 -3.33 -4.72  -0.1022
C: 3.43 1.39 1.62  -0.0136
C: -0.52 -1.03 -1.57  -0.0340
C: -1.37 -2.96 0.17  0.0238
H: -4.93 1.85 -1.52  0.1095
H: -3.11 -3.07 -5.94  0.1102
H: -1.72 -3.74 0.85  0.1172
H: 1.06 3.50 4.78  0.0618
H: -0.39 -4.82 3.47  0.0803
H: 1.84 -3.20 1.10  0.1135
H: -1.50 -2.02 -8.48  0.0645
H: 0.30 4.49 3.54  0.0738
H: 1.46 -4.33 -0.18  0.1247
H: 3.75 7.72 5.85  0.1038
H: 1.89 -3.40 -4.78  0.0737
H: 0.40 -4.32 -4.94  0.0674
H: 0.60 -2.54 -6.72  0.0981
H: 4.99 6.71 3.24  0.0638
H: -6.61 2.08 0.29  0.1184
H: 0.76 -1.32 -5.47  0.1021
H: 2.54 3.80 2.80  0.0765
H: -0.36 -5.14 1.19  0.0896
H: -1.51 -1.26 -6.30  0.1029
H: -0.24 -0.24 -2.26  0.1280
H: -7.04 -0.49 3.00  0.0724
H: -6.93 1.26 2.74  0.0807
H: -2.38 -4.80 -7.53  0.1032
H: -0.38 -3.16 2.83  0.0737
H: 4.40 2.27 -0.04  0.1166
H: -3.16 -2.63 -8.49  0.0742
H: 0.95 5.25 4.98  0.0671
H: -8.18 0.37 1.87  0.0819
H: 2.47 5.54 2.98  0.1018
H: 3.54 0.66 -1.65  0.1268
H: 4.63 5.44 6.14  0.1098
H: 4.57 4.52 3.88  0.1002
H: -3.69 -2.74 0.83  0.1231
H: -1.88 -4.11 -5.27  0.1014
H: 0.54 -3.06 -3.70  0.0583
H: 3.80 2.08 2.37  0.1145
H: -0.73 -4.21 -7.48  0.0976
H: -1.51 -1.78 -4.63  0.0902
H: 4.94 8.37 3.80  0.0685
H: 1.13 -3.96 3.45  0.0798
H: 3.64 3.54 4.98  0.1080
H: 2.89 5.50 6.23  0.1018
H: 1.39 -1.27 1.53  0.1133
H: -5.57 -1.81 1.75  0.1227
H: 5.89 7.18 4.69  0.0745
H: -1.93 -3.39 -9.50  0.0678
H: 2.83 7.24 4.44  0.0979



[5]
DFT (the ωB97M-V functional and the def2-TZVPD basis) results for a structure of composition C35H47IN4OPSn at a distorted geometry.

HOMO energy (spin up / spin down) in eV: -16.1 / -16.1
Total charge: +3
HOMO-LUMO gap (spin up / spin down) in eV: 4.9905 / 6.0401
Energy in Eh: -2508.60441

Last column: Löwdin charge in e.
Geometry (Å):
I: -2.26 3.71 1.60  0.9659
Sn: 0.18 0.39 -0.07  1.3196
P: -3.40 -0.30 -0.73  0.8475
O: 0.56 2.06 1.85  -0.2519
N: 1.97 0.70 -2.05  -0.0898
N: -1.83 -0.43 -0.69  -0.2717
N: 1.58 3.89 2.63  0.2246
N: -0.47 2.24 -1.61  -0.0554
C: -0.36 -1.49 4.16  -0.0093
C: -3.44 1.32 -2.95  -0.1140
C: 0.03 -3.01 2.20  -0.0985
C: -4.38 3.52 -3.06  -0.0313
C: 2.10 -2.94 0.92  -0.1641
C: 2.38 -0.45 3.79  -0.0115
C: -5.32 -0.20 3.43  -0.0353
C: -4.44 2.31 -0.98  -0.1100
C: 2.97 -3.46 -0.17  -0.0105
C: 0.44 3.38 -1.82  -0.2292
C: 1.57 3.05 -2.79  -0.1736
C: -5.51 -0.61 1.07  -0.0492
C: -5.76 -3.69 -2.71  -0.0378
C: -4.27 -1.64 -1.63  -0.3135
C: -4.74 3.44 -1.73  -0.0452
C: -5.37 -1.34 -2.42  -0.0814
C: 0.18 -4.34 0.07  -0.0096
C: -3.99 0.14 3.27  -0.0745
C: 0.52 3.11 2.49  -0.6672
C: 2.65 -2.06 1.88  -0.1124
C: -3.73 2.46 -3.68  -0.0465
C: 1.81 -1.48 2.87  -0.1605
C: -0.76 3.58 3.14  -0.4845
C: -3.90 -2.95 -1.37  -0.0843
C: -6.12 -2.37 -2.96  -0.0386
C: 2.57 2.04 -2.25  -0.2421
C: -3.82 1.25 -1.61  -0.3184
C: 0.78 -3.39 1.06  -0.1489
C: -6.08 -0.58 2.33  -0.0323
C: 4.11 -1.77 1.88  0.0107
C: 0.51 -1.96 3.03  -0.1582
C: -4.66 -3.98 -1.92  -0.0511
C: -3.40 0.10 2.02  -0.1431
C: -1.20 -3.75 2.59  0.0146
C: -4.17 -0.27 0.92  -0.3018
H: 4.68 -2.61 1.49  0.1014
H: 1.62 0.23 4.15  0.0726
H: -5.26 4.26 -1.25  0.1226
H: 2.82 -0.94 4.66  0.1240
H: 3.70 -2.72 -0.50  0.0868
H: -5.76 -0.19 4.41  0.1230
H: 4.47 -1.56 2.88  0.1014
H: -0.11 4.25 -2.21  0.1349
H: -1.26 -3.85 3.67  0.1089
H: 0.56 -5.35 0.23  0.1256
H: -0.20 -0.43 4.36  0.0772
H: 2.41 -3.79 -1.04  0.0795
H: -3.47 2.50 -4.72  0.1212
H: 2.11 3.97 -3.01  0.1341
H: -2.35 0.34 1.87  0.0529
H: 3.15 0.13 3.30  0.0872
H: -1.36 2.60 -1.26  0.0317
H: -4.61 4.41 -3.63  0.1246
H: 0.87 3.65 -0.86  0.1106
H: -2.94 0.48 -3.41  0.1177
H: 4.34 -0.90 1.26  0.1215
H: 1.58 0.40 -2.94  0.0959
H: -7.12 -0.84 2.46  0.1236
H: 1.59 4.74 3.18  0.1384
H: -0.67 4.56 3.59  0.0593
H: 2.73 0.05 -1.86  0.0799
H: 3.41 1.98 -2.96  0.1302
H: -6.34 -4.49 -3.14  0.1232
H: 2.46 3.62 2.21  0.1359
H: -6.98 -2.14 -3.57  0.1216
H: 3.53 -4.33 0.18  0.1235
H: -0.10 -2.03 5.07  0.1241
H: 0.45 -4.06 -0.95  0.0893
H: -1.12 2.85 3.86  0.0644
H: -0.68 1.82 -2.51  0.0833
H: -3.04 -3.16 -0.75  0.0860
H: -4.38 -5.00 -1.73  0.1155
H: -0.90 -4.37 0.14  0.0703
H: -2.10 -3.23 2.26  0.1144
H: 1.15 2.69 -3.73  0.1237
H: -5.65 -0.31 -2.63  0.1102
H: -1.21 -4.75 2.17  0.0989
H: -6.10 -0.91 0.22  0.1148
H: -4.73 2.25 0.06  0.0909
H: 2.96 2.38 -1.29  0.1178
H: -3.40 0.45 4.12  0.1080
H: -1.41 -1.64 3.95  0.0723